(1)
26
Properties=species:S:1:pos:R:3 method="wB97M-V/def2-TZVPD" spin_multiplicity=1 lumo_ev=0.01 charge=-1 orbital_gap_ev=3.85 e_homo_ha=-0.141 de_lowest_kj_mol=46.63
Cl -1.93 2.76 2.62
C -1.11 1.28 2.82
C -1.85 0.12 2.93
Cl -3.55 0.12 2.84
C -1.22 -1.21 2.91
O -1.84 -2.26 2.80
C 0.33 -1.22 3.05
O 0.90 -2.26 3.37
C 1.01 0.04 2.85
Cl 2.71 -0.02 2.83
C 0.33 1.25 2.80
Cl 1.21 2.71 2.65
O 0.46 -2.92 0.92
C 0.73 -4.11 0.69
C 1.17 -5.09 1.71
C 0.97 -6.44 1.54
C 0.45 -6.94 0.32
N -0.02 -8.28 0.22
O -0.54 -8.65 -0.86
O 0.07 -9.03 1.21
C 0.30 -6.07 -0.78
C 0.54 -4.73 -0.64
H 1.54 -4.71 2.65
H 1.19 -7.15 2.34
H 0.00 -6.49 -1.74
H 0.45 -4.06 -1.49

***

(2)
31
Properties=species:S:1:pos:R:3 method="wB97M-V/def2-TZVPD" spin_multiplicity=2 lumo_ev="-5.77 / -5.85" charge=+1 orbital_gap_ev="6.58 / 6.52" e_homo_ha="-0.454 / -0.454"
Tc -0.41 -0.13 -0.37
O 0.18 0.00 1.54
S 1.68 0.05 1.18
O 2.54 -0.60 2.09
O 1.58 -0.48 -0.23
C 2.19 1.73 0.95
C 3.27 2.12 1.72
C 3.87 3.36 1.52
C 3.41 4.20 0.54
C 2.32 3.83 -0.24
C 1.70 2.61 -0.05
S 0.20 2.39 -0.97
O -0.13 3.58 -1.65
O 0.28 1.13 -1.82
O -0.77 1.87 0.06
H 3.65 1.44 2.47
H 4.71 3.64 2.14
H 3.88 5.16 0.37
H 1.93 4.51 -0.99
Cl -5.66 -4.93 -0.82
C -4.19 -4.06 -0.75
C -4.22 -2.68 -0.61
Cl -5.69 -1.81 -0.51
C -3.01 -2.00 -0.55
Cl -2.95 -0.27 -0.36
C -1.79 -2.65 -0.63
O -0.64 -1.95 -0.58
C -1.76 -4.04 -0.76
Cl -0.25 -4.82 -0.86
C -2.96 -4.74 -0.82
Cl -2.94 -6.44 -0.99

***

Number 1: DFT total energy -74323.3923 eV. Number 2: DFT total energy -113314.2316 eV.